P:
A gas-phase ion, C6H9N4 (charge +1), computed with ωB97M-V with the def2-TZVPD basis set.

ORCA input file:
```
! RIJCOSX wB97M-V def2-TZVPD def2/J DEFGRID3
* xyz 1 1
C -1.6995 -1.3647 0.8275
N -0.7972 -0.4751 0.0659
C 0.4024 0.0143 0.7861
N 1.4663 -0.6856 0.5777
C 2.5973 -0.5206 -0.0707
N 2.6275 0.4235 -0.9657
C 1.8579 1.5394 -0.7063
C 0.5345 1.4319 -0.8084
N -0.6210 1.4776 -1.2565
C -1.5548 0.6038 -0.6655
H -2.6413 -0.7723 1.0212
H -1.9967 -2.2167 0.3299
H -1.1452 -1.5061 1.6766
H -0.3615 -0.9138 -0.7293
H 0.2035 0.6153 1.6177
H 3.3511 -1.3605 -0.0133
H 2.2675 2.4115 -0.1504
H -2.4168 1.1924 -0.1180
H -2.0742 0.1056 -1.4184
*
```

Frontier orbital gap in eV: 8.43
SMILES string: C[N@@H+]1/C=N\C=N/C=C=NC1

---

Q:
A gas-phase ion, C6H9N4 (charge +1), computed with ωB97M-V with the def2-TZVPD basis set.

ORCA input file:
```
! RIJCOSX wB97M-V def2-TZVPD def2/J DEFGRID3
* xyz 1 1
C 1.1599 -1.4171 0.0279
C 1.5521 -0.1102 0.0622
C -0.5933 0.4053 0.3641
C -0.5671 2.6214 -0.7634
C -0.7859 -3.0760 0.0734
C -0.9249 1.8017 0.4514
N 3.1351 1.6099 -0.1440
N -0.9593 -0.7614 0.5362
N 2.4447 0.7601 -0.0188
N -0.0812 -1.7783 0.2469
H 1.9344 -2.1642 -0.2981
H 0.4357 2.1711 -0.9284
H -0.3207 3.5747 -0.5152
H -1.1963 2.4795 -1.6074
H -0.1533 -3.8195 -0.1919
H -1.1172 -3.3936 1.0003
H -1.6922 -2.9803 -0.4641
H -1.9822 1.8512 0.8672
H -0.2882 2.2258 1.3015
*
```

Frontier orbital gap in eV: 8.46

---

Least stable structure: Q

---

P:
A molecular structure, C15H37I2N2O4PdSi, computed with ωB97M-V with the def2-TZVPD basis set.

ORCA input file:
```
! RIJCOSX wB97M-V def2-TZVPD def2/J DEFGRID3
* xyz 3 5
Pd -0.3725 2.8518 -1.2931
N 0.0066 1.9878 -3.3082
C -0.3827 2.9794 -4.3469
C -1.4677 3.8743 -3.7913
N -0.9255 4.5373 -2.5753
H 0.9553 1.6585 -3.4519
H -0.5894 1.1650 -3.3352
H -0.7083 2.4973 -5.2674
H 0.5030 3.5704 -4.5849
H -2.3377 3.2855 -3.4915
H -1.8024 4.5939 -4.5381
H -1.6057 5.1713 -2.1646
H -0.1256 5.1091 -2.8372
I 2.0692 3.8064 -0.3809
C 1.0237 4.7237 1.2173
I -0.9931 4.0828 1.2014
H 1.0492 5.7970 1.0746
H 1.4832 4.4193 2.1489
C -3.7987 -1.8348 0.7695
C -2.4151 -1.9532 0.0879
C -1.9868 -3.5551 0.4358
C -2.3800 -1.7588 -1.4037
O -1.4985 -1.2530 0.7833
Si -0.0650 -0.4320 0.2982
O -0.3915 0.8631 -0.4869
O 0.7808 -1.6098 -0.3320
C 2.1909 -1.9858 -0.5886
C 2.9097 -2.1230 0.7421
C 2.8087 -0.8896 -1.4367
C 2.1371 -3.3062 -1.3230
O 0.6704 -0.0397 1.8011
C 0.5890 -0.3102 3.1358
C 0.3640 -1.8213 3.4159
C 1.7645 0.2865 3.8627
C -0.7986 0.4076 3.6062
H -4.4920 -2.5187 0.2857
H -4.1175 -0.8020 0.6159
H -3.7467 -2.0525 1.8331
H -2.7171 -4.1182 -0.1419
H -2.0788 -3.7277 1.5019
H -0.9683 -3.6517 0.0693
H -3.1567 -2.3559 -1.8782
H -1.4126 -2.0428 -1.8206
H -2.5608 -0.7021 -1.6136
H 2.9009 -1.1766 1.2909
H 3.9489 -2.3986 0.5699
H 2.4489 -2.9066 1.3460
H 2.7256 0.0820 -0.9389
H 2.3170 -0.8376 -2.4102
H 3.8657 -1.0953 -1.6014
H 1.6379 -4.0641 -0.7180
H 3.1484 -3.6540 -1.5316
H 1.6100 -3.2081 -2.2725
H 1.2702 -2.3380 3.0985
H -0.5008 -2.2169 2.8932
H 0.2236 -1.9398 4.4886
H 2.6719 -0.2544 3.5873
H 1.6260 0.2011 4.9396
H 1.8940 1.3374 3.6051
H -1.6388 0.0131 3.0422
H -0.6785 1.4762 3.4540
H -0.8809 0.1562 4.6622
*
```

Frontier orbital gap (spin up / spin down) in eV: 8.55 / 5.81

---

Q:
A molecular structure, C15H37I2N2O4PdSi, computed with ωB97M-V with the def2-TZVPD basis set.

ORCA input file:
```
! RIJCOSX wB97M-V def2-TZVPD def2/J DEFGRID3
* xyz 3 5
Pd -0.0026 -3.0487 -0.4902
N 2.2382 -2.9258 -1.1442
C 2.7965 -4.2861 -1.1721
C 2.0414 -5.1714 -0.1793
N 0.6319 -5.2778 -0.6035
H 2.3987 -2.4410 -2.0253
H 2.6469 -2.3808 -0.3807
H 3.8634 -4.2873 -0.9199
H 2.6825 -4.6900 -2.1808
H 2.0717 -4.7235 0.8245
H 2.5160 -6.1588 -0.1189
H 0.1293 -5.9115 0.0230
H 0.5930 -5.6913 -1.5405
I -1.6402 -2.7690 -2.7371
C -3.2818 -3.2184 -1.4003
I -2.5869 -3.3192 0.6594
H -3.7054 -4.1844 -1.6708
H -4.0283 -2.4299 -1.4876
C 0.4692 0.9753 4.1766
C 1.0319 1.2453 2.7700
C 1.5067 2.7415 2.7946
C 2.2110 0.3586 2.4223
O 0.0026 1.1583 1.8525
Si -0.1391 0.5870 0.3187
O 0.1063 -0.9557 0.1660
O 0.9310 1.4604 -0.5606
C 1.0712 1.8789 -1.8742
C -0.1290 2.7453 -2.2909
C 1.2135 0.6707 -2.8132
C 2.3302 2.7671 -1.9669
O -1.6499 0.9553 -0.2091
C -2.7705 1.6729 0.1858
C -2.4026 3.0403 0.7790
C -3.7356 1.7957 -0.9802
C -3.4542 0.8813 1.3525
H 1.2493 1.0985 4.9204
H 0.0906 -0.0471 4.2033
H -0.3563 1.6382 4.4225
H 2.3507 2.8380 3.4692
H 0.7028 3.3922 3.1237
H 1.7944 3.0044 1.7789
H 2.9590 0.3860 3.2080
H 2.6679 0.6726 1.4864
H 1.8537 -0.6632 2.2926
H -1.0264 2.1360 -2.1776
H -0.0370 3.0761 -3.3202
H -0.1946 3.6154 -1.6429
H 0.3750 -0.0110 -2.6660
H 2.1400 0.1448 -2.5941
H 1.2409 1.0086 -3.8445
H 2.2572 3.6061 -1.2779
H 2.4419 3.1446 -2.9789
H 3.2087 2.1816 -1.7000
H -1.9399 3.6412 -0.0024
H -1.6917 2.9287 1.5919
H -3.2891 3.5523 1.1391
H -3.3100 2.4262 -1.7628
H -4.6710 2.2464 -0.6632
H -3.9418 0.8269 -1.4265
H -2.7389 0.7324 2.1553
H -3.7811 -0.0842 0.9744
H -4.3084 1.4431 1.7119
*
```

Frontier orbital gap (spin up / spin down) in eV: 8.66 / 4.95

---

Least stable structure: Q

---

P:
A molecular structure, C29H29BF4N4PRuSTe4, computed with ωB97M-V with the def2-TZVPD basis set.

ORCA input file:
```
! RIJCOSX wB97M-V def2-TZVPD def2/J DEFGRID3
* xyz -2 6
Ru -0.8160 0.2462 -1.1875
Te 0.9214 1.6521 -2.2365
Te 2.3947 3.3984 -3.8320
Te -1.4340 3.8460 -4.9761
Te -1.5397 2.0083 -2.9939
C 4.0109 -0.8001 1.5513
C 3.4133 0.5829 1.5757
C 4.0531 1.5452 2.3509
C 3.5930 2.8489 2.4321
C 2.4496 3.2136 1.7460
C 1.7834 2.2606 0.9916
C 2.2611 0.9583 0.8529
P 1.1529 -0.2035 -0.0600
C 2.3241 -1.3282 -0.9212
C 1.9199 -2.6713 -0.8865
C 2.5338 -3.6487 -1.6431
C 3.5920 -3.3019 -2.4681
C 4.0360 -1.9932 -2.4758
C 3.4444 -0.9907 -1.7059
C 4.1156 0.3573 -1.7617
C 0.3990 -0.9667 1.4329
C 0.8235 -0.8061 2.7509
C -0.0587 -0.9807 3.8057
C -1.3888 -1.2948 3.5499
C -1.8105 -1.5176 2.2560
C -0.9196 -1.4176 1.1749
C -1.3236 -1.6524 -0.1957
H 4.5247 -1.0043 2.4936
H 4.7425 -0.8885 0.7449
H 3.2625 -1.5725 1.4007
H 4.9223 1.2461 2.9284
H 4.1191 3.5706 3.0466
H 2.0685 4.2253 1.7988
H 0.8532 2.5332 0.5071
H 1.1209 -2.9543 -0.2119
H 2.1869 -4.6733 -1.5841
H 4.0809 -4.0505 -3.0802
H 4.8842 -1.7193 -3.0946
H 4.0359 0.7971 -2.7566
H 5.1813 0.2464 -1.5351
H 3.7132 1.0653 -1.0469
H 1.8285 -0.4847 2.9791
H 0.2805 -0.8122 4.8210
H -2.0974 -1.3533 4.3685
H -2.8432 -1.7711 2.0434
H -2.3722 -1.9070 -0.3066
H -0.7065 -2.3662 -0.7413
F -3.5214 -0.2859 -1.8992
B -4.6873 -1.0119 -1.5010
F -5.7102 -0.7551 -2.4617
F -4.4214 -2.3976 -1.5301
F -5.0827 -0.6176 -0.2317
S -1.6466 2.0454 0.1593
C -1.9641 2.3632 1.8430
C -2.9841 1.6762 2.5096
C -3.3153 2.0225 3.8102
C -2.6377 3.0435 4.4651
C -1.6121 3.7129 3.8101
C -1.2763 3.3846 2.5057
H -3.5183 0.8870 1.9964
H -4.1198 1.4968 4.3133
H -2.9143 3.3257 5.4748
H -1.0728 4.5065 4.3169
H -0.4934 3.9247 1.9910
N -4.5499 -2.4979 -4.4745
C -3.4533 -1.7058 -4.3229
N -3.5838 -0.4105 -4.6545
N -2.3319 -2.2724 -3.9881
C -1.2875 -1.6376 -3.5749
N -0.3229 -1.1302 -3.1595
H -5.4238 -2.0127 -4.3407
H -4.4872 -3.3470 -3.9371
H -4.4910 0.0087 -4.5361
H -2.8071 0.2137 -4.4849
*
```

Frontier orbital gap (spin up / spin down) in eV: 4.66 / 5.00

---

Q:
A molecular structure, C29H29BF4N4PRuSTe4, computed with ωB97M-V with the def2-TZVPD basis set.

ORCA input file:
```
! RIJCOSX wB97M-V def2-TZVPD def2/J DEFGRID3
* xyz -2 6
Ru 0.6410 0.5904 -1.8220
Te -1.1615 0.4488 -0.0241
Te 0.3630 0.0450 2.1278
Te -4.4232 1.2530 4.9182
Te -2.5285 0.6459 2.8884
C 5.4971 -0.8864 -0.7959
C 5.2243 -0.0136 0.4041
C 6.3237 0.3653 1.1697
C 6.1901 1.1179 2.3272
C 4.9267 1.4875 2.7500
C 3.8220 1.1276 1.9941
C 3.9412 0.3966 0.8162
P 2.3971 0.0958 -0.1978
C 3.0557 0.4091 -1.9639
C 2.9081 -0.6190 -2.9262
C 2.8880 -0.3768 -4.2867
C 3.0205 0.9293 -4.7476
C 3.2883 1.9329 -3.8380
C 3.3627 1.6957 -2.4608
C 3.9965 2.7699 -1.6195
C 2.3010 -1.7319 -0.0401
C 3.0028 -2.4689 0.9124
C 2.7702 -3.8235 1.0718
C 1.8203 -4.4557 0.2781
C 1.0909 -3.7177 -0.6386
C 1.3118 -2.3500 -0.8171
C 0.4603 -1.5661 -1.7775
H 6.4068 -1.4651 -0.6209
H 5.6423 -0.2932 -1.7016
H 4.6907 -1.5892 -0.9884
H 7.3096 0.0409 0.8513
H 7.0698 1.4070 2.8903
H 4.7840 2.0682 3.6518
H 2.8469 1.4560 2.3240
H 2.8928 -1.6409 -2.5711
H 2.7756 -1.2024 -4.9790
H 2.9693 1.1461 -5.8073
H 3.4910 2.9396 -4.1872
H 3.4831 3.7261 -1.7289
H 5.0306 2.8885 -1.9585
H 4.0203 2.5328 -0.5640
H 3.7222 -1.9705 1.5508
H 3.3229 -4.3818 1.8180
H 1.6383 -5.5187 0.3887
H 0.3268 -4.2010 -1.2385
H -0.5798 -1.8974 -1.7172
H 0.7371 -1.8552 -2.8021
F 2.0982 2.8421 0.4968
B 2.4224 3.9986 1.2367
F 1.8719 5.1270 0.6171
F 1.8500 3.8607 2.5345
F 3.8122 4.1357 1.3606
S -1.4723 0.5647 -2.9807
C -1.0350 0.4144 -4.6912
C -0.4365 1.4944 -5.3512
C -0.0798 1.3988 -6.6857
C -0.2891 0.2185 -7.3922
C -0.8836 -0.8581 -6.7460
C -1.2609 -0.7588 -5.4141
H -0.2665 2.4085 -4.7946
H 0.3733 2.2532 -7.1771
H 0.0072 0.1392 -8.4315
H -1.0564 -1.7843 -7.2833
H -1.7302 -1.5960 -4.9123
N -2.9870 3.9527 1.1382
C -1.6589 3.9789 0.8802
N -0.8361 3.7672 1.9045
N -1.2769 4.2819 -0.3466
C -0.4060 3.6276 -1.0421
N 0.2366 2.9575 -1.7407
H -3.3134 3.4565 1.9559
H -3.5770 3.9450 0.3255
H -1.1979 3.3131 2.7325
H 0.1636 3.7075 1.7575
*
```

Frontier orbital gap (spin up / spin down) in eV: 4.33 / 5.24

---

Least stable structure: P

---

P:
A molecular structure, C8H6N2O2, computed with ωB97M-V with the def2-TZVPD basis set.

ORCA input file:
```
! RIJCOSX wB97M-V def2-TZVPD def2/J DEFGRID3
* xyz 0 1
C -0.4765 0.2680 -2.7089
C -1.0898 -2.0583 -1.3042
C -0.0056 -0.0831 1.7376
C 0.9043 0.4835 0.9435
C -1.1902 -0.8127 1.2412
C 0.9967 0.2022 -0.4923
C -0.4115 0.3310 -1.2236
C -1.4261 -0.7771 -0.7242
N -0.6180 0.1721 -3.8635
N -0.9702 -3.1578 -1.6353
O -2.1467 -1.2201 1.8308
O -2.6725 -0.2747 -0.7995
H -0.1166 0.0726 2.7431
H 1.6917 1.1549 1.3890
H 1.6338 0.7918 -1.0563
H 1.4251 -0.7747 -0.6048
H -0.8265 1.3454 -1.1177
H -3.3404 -1.0059 -0.7740
*
```

Frontier orbital gap in eV: 8.63

---

Q:
2 unconnected molecules or ions with the total composition C8H6N2O2, computed with ωB97M-V with the def2-TZVPD basis set.

ORCA input file:
```
! RIJCOSX wB97M-V def2-TZVPD def2/J DEFGRID3
* xyz 0 1
C -1.6939 0.7661 -0.5563
C -1.0545 -0.4059 -0.4530
C -1.0026 -1.9590 -0.6798
C 0.0661 -1.1926 -0.0121
N 1.2020 -1.1270 0.4280
C 2.1496 -1.8790 0.9367
O 3.2098 -2.1203 0.4181
H -2.7264 0.9741 -1.1716
H -1.1816 1.8105 -0.3577
H -1.7903 -2.4890 -0.1293
H -0.9001 -2.1559 -1.8176
H 2.0298 -2.1301 2.0930
C 2.0149 2.7450 1.2150
C 2.9435 2.1389 0.6562
C 4.0084 1.6030 -0.0010
N 4.7135 0.8246 -0.5090
O 5.4809 0.1034 -1.0601
H 1.0200 3.0083 1.4877
*
```

Frontier orbital gap in eV: 8.78
SMILES string: C=C1C/C1=N\C=O.C#CC#[N+][O-]

---

Least stable structure: Q

---

P:
3 unconnected molecules or ions with the total composition C8H19NO, computed with ωB97M-V with the def2-TZVPD basis set.

ORCA input file:
```
! RIJCOSX wB97M-V def2-TZVPD def2/J DEFGRID3
* xyz 0 1
C -0.0802 0.3141 0.4274
C 1.5588 -0.9755 -0.5995
C -3.3274 1.0600 0.3617
C -1.3042 -0.6075 -1.4464
C 0.0260 1.7084 -0.1286
C 0.3182 0.1497 1.8636
C 2.6366 0.0639 -0.5986
C 1.7876 -2.1871 0.2417
N -0.6868 -0.7037 -0.1467
O -2.3636 0.3839 1.0490
H 1.1533 -1.1742 -1.5836
H -4.2187 1.2503 0.9924
H -3.0098 2.0578 -0.0262
H -3.7253 0.5142 -0.5268
H -1.1543 0.3290 -1.9897
H -2.3747 -0.7453 -1.2886
H -0.9654 -1.4469 -2.0590
H -0.8786 2.2452 0.1600
H 0.8828 2.2263 0.3019
H 0.1081 1.7358 -1.2137
H -0.3202 0.8127 2.4466
H 0.1378 -0.8682 2.1968
H 1.3606 0.4321 2.0326
H 2.4039 0.9200 -1.2293
H 2.8765 0.4150 0.4069
H 2.6190 -2.7658 -0.1860
H 0.9083 -2.8266 0.2797
H 2.0777 -1.9236 1.2601
H 3.5539 -0.3939 -0.9977
*
```

Frontier orbital gap (spin up / spin down) in eV: 5.78 / 9.02

---

Q:
2 unconnected molecules or ions with the total composition C8H19NO, computed with ωB97M-V with the def2-TZVPD basis set.

ORCA input file:
```
! RIJCOSX wB97M-V def2-TZVPD def2/J DEFGRID3
* xyz 0 1
C -0.5795 0.6957 -0.9276
C -1.7876 0.0039 -0.1789
C -2.8970 1.1064 0.3352
C -1.1479 -0.6212 1.1102
C -2.4667 -1.1470 -1.1673
H -0.8256 1.2792 -1.6449
H 0.4890 1.1891 -0.3083
H -0.1426 -0.3255 -1.3660
H -3.9863 0.6446 0.4493
H -2.5376 1.4067 1.5765
H -2.7108 2.2494 -0.3123
H -1.8658 -1.1452 1.8043
H -0.6630 0.3795 1.4250
H -0.3699 -1.3603 0.7649
H -1.5210 -1.6927 -1.4760
H -3.1623 -1.8579 -0.6362
H -3.0491 -0.6488 -1.9088
C 2.9003 1.8145 -0.1168
N 2.2814 0.6093 0.4137
C 2.5738 -0.6108 -0.1153
C 1.8930 -1.7821 0.6082
O 3.4261 -0.7693 -0.9868
H 3.4492 1.4927 -1.0271
H 2.1240 2.5036 -0.3545
H 3.6341 2.2673 0.5874
H 1.6878 0.6157 1.2013
H 0.9799 -1.4700 1.1985
H 2.6701 -2.3004 1.1937
H 1.6039 -2.5263 -0.1411
*
```

Frontier orbital gap in eV: 10.24
SMILES string: CC(C)(C)C.CNC(C)=O

---

R:
2 unconnected molecules or ions with the total composition C8H19NO, computed with ωB97M-V with the def2-TZVPD basis set.

ORCA input file:
```
! RIJCOSX wB97M-V def2-TZVPD def2/J DEFGRID3
* xyz 0 1
C -0.9041 0.7100 1.9737
C 0.2196 0.5179 0.9081
N 0.2586 1.6669 -0.0266
C 1.2645 2.7324 0.2928
C -0.7646 2.1720 -0.7968
C -1.9207 1.2265 -1.0272
O -0.6876 3.2882 -1.2638
H -1.3212 1.7263 1.8510
H -0.4091 1.0129 2.9054
H -1.6877 0.0175 1.9376
H 1.1757 0.6646 1.4119
H 0.2795 -0.4613 0.4309
H 0.6800 3.6238 0.5086
H 1.8846 2.5967 1.1800
H 1.8846 2.7151 -0.5771
H -2.0627 0.4400 -0.2928
H -2.8016 1.8706 -1.0265
H -1.8458 0.8055 -2.0333
C 0.0201 -3.1116 0.4095
C 1.1981 -2.4752 -0.3440
C 0.8285 -1.9598 -1.7162
H 0.1487 -4.1840 0.3992
H -0.9510 -2.7380 0.0760
H 0.0724 -2.7834 1.4574
H 1.5447 -1.6037 0.2068
H 2.0362 -3.1632 -0.5056
H 0.4706 -2.6883 -2.4580
H -0.0851 -1.3426 -1.6063
H 1.4749 -1.2757 -2.2747
*
```

Frontier orbital gap in eV: 9.97
SMILES string: CCN(C)C(C)=O.CCC

---

Least stable structure: P